This record from the Open Molecules 2025 dataset describes a 2-piece molecular cluster, C13H18BrN5O3S overall. The level of theory is ωB97M-V/def2-TZVPD.

Structure (XYZ):
```
41
Properties=species:S:1:pos:R:3
C 5.54136 2.10014 1.25458
C 5.52198 0.65403 0.69362
H 6.15674 0.56643 -0.20649
H 5.72073 -0.07220 1.45727
O 4.03061 0.24405 0.19749
C 3.71699 -0.83738 -0.23078
O 4.54036 -1.69607 -0.34998
N 2.45454 -0.86183 -0.77635
C 1.35658 0.02628 -0.34152
H 1.86916 0.85166 0.19496
H 0.75447 0.47428 -1.10299
C 0.39773 -0.62664 0.65518
N 0.05626 -2.14980 0.07503
C -1.22004 -2.25429 0.09406
S -1.73309 -3.90411 -0.38764
N -2.32448 -1.42260 0.36548
C -2.32302 -0.37579 -0.41639
O -1.50273 0.18511 -1.06651
C -3.55018 0.58621 -0.36659
N -3.73981 1.83384 -0.41108
N -5.00230 2.16675 -0.44426
C -5.87462 1.23890 0.13832
C -4.95824 0.13744 0.08900
Br -5.64291 -1.66266 0.61121
H -6.80861 1.42120 -0.07985
C -5.23746 3.57114 -0.53108
H -5.70590 3.77119 0.40839
H -6.03665 3.81263 -1.33570
H -4.50227 4.05569 -0.69447
H -3.08846 -1.86540 0.60352
C 1.12802 -2.73919 -0.24013
H 0.66885 -3.78784 -0.74358
C 2.04328 -2.09438 -1.18590
H 2.86025 -2.87424 -1.46788
H 1.40796 -1.99458 -2.11294
H 1.74365 -2.90328 0.73784
H -0.30702 -0.07934 0.86349
H 1.07966 -0.94470 1.92481
H 6.50311 2.35095 1.45883
H 5.07178 2.90925 0.47425
H 4.93370 2.18912 2.19476
```

Properties
* net charge: 0
* lowest unoccupied orbital energy: 0.2586 eV

This record from the Open Molecules 2025 dataset describes one molecule with the formula C13H18BrNO3S. The level of theory is ωB97M-V/def2-TZVPD.

Structure (XYZ):
```
37
Properties=species:S:1:pos:R:3
C 2.62789 1.81433 -1.03182
C 2.57118 0.40509 -0.62340
C 1.35138 -0.14892 -0.72201
C 1.09141 -1.55817 -0.24771
S -0.52957 -2.28848 -0.30953
O -0.41504 -3.36631 -1.51622
O -1.02333 -2.84579 1.08497
N -1.66930 -1.46286 -0.79939
C -2.33241 -0.40932 0.04489
C -1.86730 0.90034 0.64483
C -2.60422 1.65000 1.45468
C -2.56038 2.87651 0.70857
C -2.32557 2.84305 -0.98641
O -1.51359 1.61185 -0.50961
C 2.12775 -2.41531 0.16572
C 1.96992 -3.68824 0.77734
C 3.27797 -1.68321 0.44344
C 3.38593 -0.42520 0.10218
Br 5.16676 0.54099 -0.05045
H 1.58827 2.14317 -1.44525
H 3.01292 2.65849 -0.29137
H 3.30947 1.85227 -2.11899
H 0.33386 0.16118 -1.14654
H -1.54339 -0.89336 -1.64317
H -2.57024 -1.09819 1.11146
H -3.47389 -0.31298 -0.39931
H -0.79628 0.69224 1.02827
H -2.27215 1.81952 2.36011
H -3.69263 1.28571 1.25116
H -3.44260 3.80539 0.80647
H -1.80291 3.59579 1.20213
H -1.74658 3.47055 -1.34206
H -3.23399 2.43212 -1.21692
H 1.45036 -4.04486 0.00192
H 2.77493 -3.97135 1.00269
H 1.24339 -3.85721 1.49843
H 4.13198 -2.08883 0.71092
```

Properties
* net charge: 0
* relative energy (zero: lowest compared OMol25 entry of this formula, charge and spin): 1306.4 kJ/mol
* SMILES: Cc1cc(S(=O)(=O)NC[C@@H]2CCCO2)c(C)cc1Br
* lowest unoccupied orbital energy: 0.0478 eV

This record from the Open Molecules 2025 dataset describes C13H18Ca2ClO16 as an isolated structure. The level of theory is ωB97M-V/def2-TZVPD.

Structure (XYZ):
```
50
Properties=species:S:1:pos:R:3
Ca -3.31330 -0.11686 2.14654
Ca 1.36434 3.14891 4.95102
Cl -0.07609 1.52556 1.96929
O -1.03518 2.55927 2.35093
O 1.09977 1.46700 2.85351
O -0.72951 0.29776 1.83856
O 0.36511 1.83658 0.67586
C -2.70206 3.53827 -1.07248
C -1.72900 4.57975 -0.58231
O -1.54190 5.37665 -1.74549
C -2.07610 4.74739 -2.86971
O -2.18223 5.18471 -3.98607
O -2.45815 3.58484 -2.48666
H -3.67614 3.58027 -0.58512
H -2.30143 2.66004 -0.56619
H -0.74126 4.14254 -0.43629
H -2.15962 5.12205 0.25946
C 3.62851 -1.21831 2.65057
C 2.77400 -1.84373 1.60594
O 3.16215 -0.87385 0.50493
C 4.27726 -0.18010 0.80320
O 4.79917 0.54962 -0.05234
O 4.65209 -0.36580 2.05152
H 4.09249 -1.93394 3.32932
H 3.22753 -0.40857 3.26020
H 1.74554 -1.61336 1.88397
H 3.02778 -2.86957 1.33882
C -0.31703 -5.09643 1.34246
C -1.25942 -5.01903 0.15934
O -1.97156 -3.82191 0.31110
C -1.78192 -3.31527 1.50205
O -2.15387 -2.25029 1.92793
O -0.90867 -4.04826 2.15123
H 0.70101 -4.84552 1.04457
H -0.44360 -6.11729 1.70293
H -1.95705 -5.83695 -0.02076
H -0.71712 -4.97876 -0.78532
C 0.88072 1.47477 -2.84548
C -0.18412 0.33878 -2.87286
C 0.27686 -0.90165 -2.18935
O -0.92211 -1.33830 -1.54922
C -1.65847 -0.29296 -1.28664
O -2.58164 -0.18703 -0.43440
O -0.99910 0.73612 -1.87896
H 0.65886 2.51348 -3.09033
H 1.78923 1.11328 -3.32717
H 1.34938 1.63254 -1.87411
H -0.83567 0.16541 -3.72932
H 1.05214 -0.70015 -1.45014
H 0.48923 -1.70158 -2.89865
```

Properties
* net charge: +3
* relative energy (zero: lowest compared OMol25 entry of this formula, charge and spin): 388.1 kJ/mol
* lowest unoccupied orbital energy: -12.2909 eV

This record from the Open Molecules 2025 dataset describes C13H18Cl2N2OSn as an isolated structure. The level of theory is ωB97M-V/def2-TZVPD.

Structure (XYZ):
```
37
Properties=species:S:1:pos:R:3
Sn -0.50779 3.28248 1.33744
Cl 0.55025 4.42638 -0.57029
Cl 1.60745 2.64624 2.29006
C 1.41744 -0.51631 -1.28894
H 1.07307 -1.30463 -0.62653
H 2.42186 -0.05757 -1.11342
C -0.80460 -0.07348 -2.16552
C 0.66822 -0.05882 -2.32445
H -1.25936 -0.95112 -1.70997
C 1.26922 0.89601 -3.35250
H 1.20453 -1.12777 -2.39780
C 0.54536 2.22552 -3.28656
H 2.36958 0.97761 -3.20257
H 1.05653 0.42015 -4.32368
C -0.95667 2.04582 -3.53747
H 0.71366 2.70837 -2.31032
H 0.91382 2.92024 -4.03641
C -1.59865 1.06771 -2.51597
H -1.48787 2.99333 -3.41120
H -1.18153 1.68383 -4.55317
H -1.78096 1.64156 -1.59422
H -2.59009 0.71688 -2.81069
N 0.89940 -3.38257 4.88563
C 1.20105 -2.20312 4.25081
O 2.29111 -1.65061 4.39881
C 0.14547 -1.66492 3.32587
C -0.98137 -2.39093 2.89946
C -1.86631 -1.79421 2.00350
C -1.60602 -0.48141 1.55797
N -0.56498 0.23804 1.99586
C 0.31057 -0.35498 2.82122
H 1.56253 -3.71087 5.56551
H -0.05391 -3.69384 4.98741
H -1.16009 -3.40839 3.25845
H -2.75388 -2.30641 1.64011
H -2.25299 0.00096 0.81951
H 1.18597 0.24086 3.09406
```

Properties
* net charge: 0
* relative energy (zero: lowest compared OMol25 entry of this formula, charge and spin): 246.8 kJ/mol
* lowest unoccupied orbital energy (alpha / beta): -0.8758 / -0.8759 eV

This record from the Open Molecules 2025 dataset describes C13H18Cl5I2OP2Ti as an isolated structure. The level of theory is ωB97M-V/def2-TZVPD.

Structure (XYZ):
```
42
Properties=species:S:1:pos:R:3
I 0.30506 -0.55124 -4.65291
I -0.37662 1.90989 -3.55894
Ti -0.01735 0.24273 -0.72229
P -2.46140 0.24851 -0.73801
C -3.33819 1.80809 -0.35905
C -3.01466 -0.22730 -2.41329
H -4.10775 -0.34034 -2.44512
H -4.35813 -0.87519 0.17368
H -2.51822 -1.16702 -2.68798
H -2.89399 -1.90340 0.19533
H -3.06291 2.59666 -1.07355
H -2.68582 0.53740 -3.13653
C -3.28181 -0.90131 0.36355
H -4.42490 1.62376 -0.38006
H -3.08092 -0.62114 1.39663
H -3.03948 2.13181 0.65164
P 2.44479 0.33574 -0.73046
C 3.27084 1.91948 -0.33742
C 3.30272 -0.78938 0.37177
H 2.56755 -1.07504 -2.67449
H 4.13335 -0.20839 -2.42728
H 2.68849 0.63545 -3.12402
C 3.03612 -0.11840 -2.40133
H 2.95220 -1.80461 0.20516
H 4.37818 -0.73138 0.18800
H 4.36318 1.77435 -0.35506
H 2.95721 2.22938 0.67255
H 3.09354 -0.51989 1.40544
H 2.97293 2.70189 -1.04945
C -0.03948 2.31999 -0.69640
O -0.05210 3.49105 -0.74948
Cl 0.03835 -2.43437 -0.28684
C 0.02689 -1.72226 1.35854
C 0.00183 -0.31878 1.42894
C -0.00109 0.24707 2.73913
Cl -0.02217 1.96846 2.96466
C 0.01560 -0.59042 3.87863
Cl 0.01158 0.07198 5.44439
C 0.03816 -2.00696 3.74962
Cl 0.06052 -3.01873 5.10458
C 0.04413 -2.58148 2.46506
Cl 0.07377 -4.28668 2.24268
```

Properties
* net charge: +2
* spin multiplicity: 2
* expectation value of S²: 0.756
* relative energy (zero: lowest compared OMol25 entry of this formula, charge and spin): 107.2 kJ/mol
* lowest unoccupied orbital energy (alpha / beta): -8.9140 / -8.9177 eV

This record from the Open Molecules 2025 dataset describes C13H18ClO4S4Se4Y as an isolated structure. The level of theory is ωB97M-V/def2-TZVPD.

Structure (XYZ):
```
45
Properties=species:S:1:pos:R:3
Y -0.14329 0.41934 0.10142
O -0.06948 -3.31158 1.59059
S -0.13595 -1.86475 1.77446
O -0.11423 -1.44893 3.15873
O -1.31470 -1.29518 1.01953
O 1.01333 -1.19351 0.98233
Se -1.20616 2.10547 -2.06914
Se -2.60338 2.87702 -0.33819
Se -1.18560 3.51798 1.42725
Se -0.72932 1.47108 2.48791
C 0.68172 -1.35374 -4.99066
C 1.33485 -2.13845 -3.86204
S 0.92435 -1.74324 -2.15198
C -0.10508 -3.12566 -1.63111
C -1.57754 -3.11621 -2.05750
S -2.47948 -1.57297 -1.72183
C -2.96883 -1.04742 -3.36749
C -1.89389 -0.48768 -4.29614
S -1.05288 -1.73124 -5.32142
H 1.21611 -1.56978 -5.91947
H 0.78672 -0.28156 -4.81631
H 2.41494 -1.98654 -3.93464
H 1.14595 -3.20685 -3.99136
H -0.02892 -3.14638 -0.54216
H 0.36357 -4.05091 -1.98039
H -2.08045 -3.92953 -1.53136
H -1.65778 -3.30048 -3.12807
H -3.67565 -0.23990 -3.16017
H -3.53359 -1.84567 -3.85914
H -1.14130 0.01236 -3.69225
H -2.33305 0.25716 -4.96031
Cl 5.32864 -1.15225 -4.20217
C 4.36624 -0.28024 -3.00309
C 4.45745 -0.61233 -1.65779
C 3.69380 0.06238 -0.72420
C 2.80037 1.10039 -1.08550
C 1.94256 1.74913 -0.13157
C 2.74363 1.40018 -2.46844
C 3.50669 0.72634 -3.40982
H 5.11520 -1.41530 -1.34685
H 3.73600 -0.23959 0.31560
H 1.59887 2.73807 -0.42940
H 2.31563 1.72477 0.89273
H 2.06009 2.17772 -2.79424
H 3.43392 0.98227 -4.46129
```

Properties
* net charge: -2
* relative energy (zero: lowest compared OMol25 entry of this formula, charge and spin): 53.5 kJ/mol
* lowest unoccupied orbital energy: 3.9725 eV

no.,molar mass (g mol⁻¹),DFT total energy (hartree)
1,404.3,-3977.5011
2,348.3,-3758.3305
3,545.9,-3524.1434
4,407.9,-1825.5200
5,731.2,-5009.3698
6,806.8,-12504.4132